(1)
Computed, not measured: a 5-piece molecular cluster, C24H27F33N2O6S2 overall at a distorted geometry, with ωB97M-V/def2-TZVPD.

CARTESIAN COORDINATES (ANGSTROEM)
1 F -7.725 2.103 1.797
2 C -8.376 2.410 0.658
3 F -9.626 2.798 0.999
4 C -8.469 1.222 -0.304
5 F -9.252 0.256 0.213
6 F -9.105 1.689 -1.413
7 C -7.154 0.590 -0.799
8 O -6.672 -0.576 -0.145
9 C -5.930 -0.492 1.004
10 F -5.506 0.768 1.199
11 F -4.819 -1.233 0.781
12 C -6.673 -1.069 2.218
13 F -7.868 -0.479 2.378
14 F -5.964 -0.868 3.354
15 H -7.873 3.255 0.178
16 H -7.374 0.239 -1.804
17 H -6.368 1.334 -0.917
18 H -6.833 -2.141 2.088
19 F 4.926 -0.703 -3.133
20 C 4.035 -1.419 -2.424
21 F 3.399 -2.246 -3.288
22 C 2.994 -0.536 -1.731
23 F 2.203 0.072 -2.638
24 F 2.191 -1.388 -1.025
25 C 3.499 0.512 -0.722
26 O 3.660 1.851 -1.163
27 C 4.801 2.251 -1.805
28 F 5.766 1.330 -1.671
29 F 5.236 3.358 -1.161
30 C 4.546 2.637 -3.263
31 F 3.958 1.637 -3.941
32 F 5.725 2.914 -3.862
33 H 4.569 -2.031 -1.692
34 H 2.711 0.588 0.024
35 H 4.376 0.162 -0.180
36 H 3.902 3.517 -3.312
37 F 6.749 6.123 1.356
38 C 6.729 4.804 1.069
39 F 5.829 4.229 1.904
40 C 8.093 4.137 1.262
41 F 8.439 4.135 2.566
42 F 7.925 2.834 0.900
43 C 9.277 4.665 0.432
44 O 10.167 5.594 1.031
45 C 9.883 6.935 1.051
46 F 8.872 7.224 0.214
47 F 10.971 7.569 0.575
48 C 9.638 7.451 2.470
49 F 8.665 6.757 3.087
50 F 9.256 8.746 2.415
51 H 6.376 4.674 0.050
52 H 9.905 3.794 0.257
53 H 8.962 4.997 -0.556
54 H 10.551 7.369 3.062
55 F -2.822 -5.562 -2.674
56 C -2.548 -4.886 -1.541
57 F -2.070 -5.781 -0.639
58 C -3.784 -4.205 -0.949
59 F -4.676 -5.122 -0.518
60 F -3.342 -3.540 0.153
61 C -4.515 -3.165 -1.818
62 O -5.665 -3.571 -2.544
63 C -5.552 -4.174 -3.770
64 F -4.308 -4.042 -4.257
65 F -6.368 -3.503 -4.607
66 C -6.023 -5.630 -3.742
67 F -5.368 -6.342 -2.808
68 F -5.785 -6.199 -4.944
69 H -1.767 -4.149 -1.741
70 H -4.910 -2.440 -1.112
71 H -3.822 -2.609 -2.448
72 H -7.092 -5.675 -3.527
73 C -1.489 0.089 3.248
74 C -2.673 -0.786 2.868
75 S -2.548 -2.507 3.421
76 C -1.311 -3.384 2.433
77 N -0.112 -2.570 2.110
78 C 0.137 -2.419 0.660
79 N -1.035 -2.014 -0.104
80 S 1.196 -3.443 2.697
81 O 1.300 -4.710 2.102
82 O 1.220 -3.392 4.091
83 F 2.396 -2.613 2.163
84 H -1.130 -0.111 4.237
85 H -0.692 0.057 2.530
86 H -1.838 1.111 3.254
87 H -2.880 -0.659 1.823
88 H -3.524 -0.385 3.381
89 H -1.000 -4.194 3.067
90 H -1.731 -3.853 1.575
91 H 0.859 -1.640 0.572
92 H 0.573 -3.289 0.183
93 H -1.730 -1.547 0.447
94 H -0.769 -1.498 -0.918

Atomic forces in eV per Å
0.067 -0.132 -0.097
-0.182 0.456 0.075
-0.007 -0.077 -0.116
0.040 -0.740 0.201
-0.068 0.051 0.126
0.120 0.281 -0.109
0.333 0.029 -0.608
-0.590 0.047 0.407
0.145 0.458 -0.775
0.041 0.082 0.417
-0.108 -0.208 0.313
-0.113 -0.451 0.450
-0.005 0.146 -0.118
0.176 0.089 -0.257
0.031 -0.064 -0.047
-0.146 -0.060 -0.001
-0.031 0.138 0.252
0.133 -0.030 -0.128
-0.067 0.137 0.086
0.077 -0.517 -0.126
-0.095 0.055 0.103
-0.076 0.778 -0.201
0.005 -0.102 -0.119
0.321 -0.119 -0.084
-0.012 0.024 0.737
-0.264 -0.227 -0.660
-0.112 -0.492 0.811
0.262 -0.007 -0.310
0.003 0.246 -0.223
-0.066 0.296 -0.368
0.022 -0.099 0.070
0.109 0.037 0.091
-0.033 0.060 0.052
-0.120 -0.015 -0.057
0.147 -0.110 -0.212
0.015 0.038 0.110
0.212 -0.031 0.027
-0.492 0.026 0.009
0.141 -0.133 -0.010
0.556 0.287 0.482
-0.125 0.019 0.082
-0.159 -0.023 -0.261
0.345 -0.239 -0.584
-0.454 -0.059 0.530
0.057 -0.506 -0.594
-0.207 0.221 0.104
0.203 0.243 0.088
0.059 0.209 0.395
-0.056 -0.044 -0.085
0.034 0.067 -0.111
0.127 0.007 -0.084
-0.012 -0.095 0.117
-0.238 0.145 0.073
0.080 -0.011 -0.090
-0.150 0.054 0.026
0.485 -0.118 0.068
-0.075 0.110 0.064
-0.662 -0.160 -0.211
0.059 -0.144 0.007
-0.159 -0.011 -0.048
-0.020 0.722 0.038
0.144 -0.616 0.230
0.280 0.675 0.303
0.112 -0.252 -0.166
-0.250 -0.055 -0.217
-0.248 -0.368 -0.060
0.093 0.065 0.016
0.012 0.080 -0.112
-0.073 0.073 0.049
-0.030 -0.108 0.077
0.175 -0.232 -0.098
-0.030 0.114 -0.027
-0.488 0.449 -0.253
1.208 -0.009 0.120
-0.457 -0.123 0.311
0.129 0.709 0.641
0.936 -0.874 -0.816
-0.355 1.132 -0.703
-0.170 -1.075 0.380
-0.609 0.000 0.329
0.183 -1.099 -1.229
-0.025 0.732 1.623
-0.082 0.538 -0.221
0.321 -0.325 0.467
0.515 -0.295 -0.188
-0.109 0.502 -0.011
-0.181 -0.236 -0.544
-0.680 -0.227 0.375
-0.176 -0.389 0.518
-0.184 0.035 -0.865
0.646 0.413 0.301
-0.065 -0.612 0.139
-0.124 0.403 0.061
0.076 0.444 -0.150

Summary:
Electronic energy   -5583.59109 Eh
Total charge   0
SMILES   FC(F)C(F)(F)COC(F)(F)C(F)F.FC(F)C(F)(F)COC(F)(F)C(F)F.FC(F)C(F)(F)COC(F)(F)C(F)F.FC(F)C(F)(F)COC(F)(F)C(F)F.CCSCN(CN)S(=O)(=O)F
Gap between HOMO and LUMO   8.99 eV


(2)
Computed, not measured: C24H27F5N3O2PRhS2 as an isolated structure at a distorted geometry, with ωB97M-V/def2-TZVPD.

CARTESIAN COORDINATES (ANGSTROEM)
1 Rh -0.026 0.022 -1.665
2 N 2.207 0.108 -2.438
3 C 2.740 1.296 -3.116
4 C 2.970 2.466 -2.163
5 C 1.711 3.025 -1.495
6 C 0.557 3.319 -2.463
7 N -0.446 2.253 -2.372
8 H 2.772 -0.090 -1.612
9 H 2.294 -0.697 -3.058
10 H 2.038 1.566 -3.906
11 H 3.699 1.058 -3.595
12 H 3.470 3.252 -2.729
13 H 3.658 2.149 -1.376
14 H 1.985 3.931 -0.957
15 H 1.346 2.305 -0.758
16 H 0.930 3.388 -3.487
17 H 0.100 4.286 -2.214
18 H -1.036 2.204 -3.199
19 H -1.065 2.432 -1.582
20 F -5.454 -4.163 -2.781
21 C -4.646 -3.117 -2.613
22 C -3.327 -3.165 -3.062
23 F -2.831 -4.273 -3.627
24 C -2.530 -2.048 -2.930
25 F -1.259 -2.032 -3.420
26 C -2.941 -0.862 -2.277
27 O -2.160 0.141 -2.154
28 C -4.285 -0.862 -1.819
29 F -4.747 0.243 -1.219
30 C -5.121 -1.947 -2.014
31 F -6.391 -1.881 -1.621
32 S -1.800 -1.352 2.724
33 P -0.376 0.018 2.514
34 S -0.080 0.628 0.560
35 C 1.228 -0.573 3.148
36 C 2.264 -0.869 2.273
37 C 3.472 -1.314 2.778
38 C 3.640 -1.467 4.144
39 C 2.594 -1.195 5.012
40 C 1.379 -0.755 4.519
41 C -0.772 1.638 3.248
42 C -1.974 2.221 2.855
43 C -2.263 3.512 3.252
44 C -1.364 4.210 4.044
45 C -0.181 3.614 4.452
46 C 0.127 2.326 4.049
47 H 2.117 -0.756 1.207
48 H 4.281 -1.552 2.105
49 H 4.585 -1.817 4.533
50 H 2.722 -1.336 6.074
51 H 0.548 -0.558 5.183
52 H -2.670 1.661 2.244
53 H -3.186 3.977 2.941
54 H -1.588 5.222 4.347
55 H 0.508 4.155 5.081
56 H 1.052 1.860 4.356
57 C -0.270 -4.304 -0.598
58 C 0.360 -3.398 -1.618
59 N 0.682 -3.977 -2.780
60 O 0.610 -2.213 -1.387
61 H -0.367 -5.319 -0.969
62 H -1.260 -3.925 -0.345
63 H 0.329 -4.310 0.311
64 H 0.439 -4.934 -2.978
65 H 1.001 -3.420 -3.557

Atomic forces in eV per Å
-1.027 -0.023 -1.790
-0.744 -0.344 1.005
0.243 0.510 -0.111
-0.293 -0.187 -0.078
0.007 -0.028 -0.128
0.659 0.264 0.316
-0.256 -1.567 0.848
-0.021 -0.137 -0.143
-0.148 0.039 0.317
0.056 0.007 -0.039
-0.218 -0.049 0.040
0.050 0.025 -0.019
0.146 0.032 -0.018
0.000 -0.014 0.069
0.099 0.270 0.075
-0.163 -0.020 0.013
-0.013 -0.249 -0.130
-0.036 -0.203 0.117
-0.068 -0.020 -0.171
0.167 0.156 0.071
0.104 0.229 -0.033
-0.103 0.019 -0.007
-0.135 0.098 0.014
0.133 0.715 0.263
-0.461 -0.248 -0.080
-1.471 -2.261 -0.095
2.818 1.526 0.814
0.604 0.345 -0.066
0.034 -0.395 -0.158
-0.007 -0.157 -0.051
0.197 -0.073 -0.020
0.783 0.836 -0.114
-1.415 -2.534 1.119
0.467 2.069 -1.117
-0.370 0.503 -0.399
-0.030 0.038 0.145
0.081 -0.118 -0.044
0.039 -0.045 -0.006
-0.030 -0.041 0.075
-0.005 0.024 -0.095
0.413 -0.436 -0.781
-0.108 0.006 -0.041
-0.083 -0.031 0.008
0.021 0.005 0.022
0.056 0.019 0.132
0.081 0.054 -0.051
0.045 0.038 -0.004
0.106 -0.023 -0.053
0.077 -0.009 0.044
0.011 -0.005 0.107
-0.021 -0.008 0.072
0.000 -0.022 -0.031
-0.101 0.032 -0.005
-0.016 0.079 0.037
0.061 0.062 0.076
0.098 0.055 -0.030
0.004 0.093 -0.020
-0.230 -1.066 -0.059
0.079 0.135 -0.132
-0.109 1.807 -0.001
-0.010 -0.070 0.013
0.000 0.111 0.060
-0.013 0.107 0.016
-0.017 0.051 0.120
-0.018 0.028 0.114

Summary:
Electronic energy   -2992.84422 Eh
Total charge   +1
Gap between HOMO and LUMO (alpha / beta)   5.12 / 4.78 eV


(3)
Computed, not measured: one molecule with the formula C24H27FN4O3, with ωB97M-V/def2-TZVPD.

CARTESIAN COORDINATES (ANGSTROEM)
1 C -4.352 -0.961 2.779
2 O -4.009 -0.994 1.414
3 C -2.733 -1.334 1.069
4 C -1.737 -1.700 1.965
5 C -0.480 -2.049 1.506
6 C -0.181 -2.029 0.152
7 C 1.183 -2.435 -0.344
8 N 2.212 -2.115 0.626
9 C 3.465 -2.824 0.445
10 C 4.303 -2.299 -0.726
11 C 4.557 -0.805 -0.549
12 C 3.227 -0.070 -0.389
13 C 3.419 1.399 -0.111
14 O 4.511 1.890 0.069
15 C 2.182 2.220 0.052
16 C 2.241 3.199 1.039
17 C 1.145 3.995 1.296
18 F 1.214 4.926 2.272
19 C -0.026 3.853 0.576
20 C -0.083 2.909 -0.432
21 C 1.004 2.083 -0.710
22 O 0.990 1.166 -1.710
23 C -0.067 1.204 -2.650
24 C 2.437 -0.698 0.785
25 C -1.176 -1.652 -0.739
26 C -2.444 -1.313 -0.303
27 C -3.525 -0.907 -1.275
28 N -3.925 0.461 -1.070
29 C -5.058 0.947 -0.542
30 N -5.015 2.258 -0.501
31 C -3.809 2.544 -1.019
32 N -3.118 1.484 -1.375
33 H -3.738 -0.242 3.329
34 H -4.260 -1.950 3.240
35 H -5.392 -0.642 2.813
36 H -1.933 -1.723 3.025
37 H 0.289 -2.338 2.205
38 H 1.355 -1.974 -1.330
39 H 1.190 -3.522 -0.484
40 H 3.247 -3.887 0.316
41 H 4.035 -2.705 1.372
42 H 3.774 -2.476 -1.665
43 H 5.249 -2.841 -0.767
44 H 5.104 -0.402 -1.403
45 H 5.167 -0.635 0.342
46 H 2.632 -0.172 -1.299
47 H 3.154 3.323 1.600
48 H -0.877 4.478 0.796
49 H -0.998 2.801 -0.991
50 H -1.035 0.996 -2.188
51 H 0.172 0.433 -3.381
52 H -0.108 2.175 -3.153
53 H 1.470 -0.202 0.896
54 H 3.008 -0.554 1.708
55 H -0.964 -1.633 -1.798
56 H -4.412 -1.529 -1.131
57 H -3.162 -1.014 -2.301
58 H -5.871 0.336 -0.212
59 H -3.447 3.545 -1.139

Atomic forces in eV per Å
-0.077 0.009 0.265
0.201 -0.093 -0.345
0.201 -0.090 -0.152
-0.367 0.089 0.120
0.022 -0.004 -0.238
-0.014 0.006 0.044
0.082 -0.068 0.037
-0.093 -0.214 0.035
0.150 -0.143 -0.207
-0.044 0.060 0.268
-0.183 0.007 -0.172
0.430 -0.297 0.149
-0.055 -0.239 -0.255
-0.055 -0.015 0.051
-0.308 0.408 -0.059
-0.201 0.077 0.020
-0.078 -0.134 -0.129
0.002 -0.024 -0.023
0.303 0.098 0.194
0.030 -0.204 -0.166
0.100 0.208 0.231
0.272 -0.048 0.154
-0.239 -0.092 -0.101
-0.080 0.273 -0.157
-0.096 -0.028 0.239
-0.263 0.017 0.057
0.338 -0.405 0.133
-0.642 0.514 0.051
0.154 0.102 -0.153
-0.593 0.212 0.280
-0.034 -0.377 -0.006
0.568 0.077 -0.284
-0.008 -0.037 -0.026
0.009 0.047 -0.016
0.066 -0.025 0.062
-0.049 0.006 0.107
0.099 -0.006 0.078
-0.039 -0.070 -0.014
0.086 0.070 -0.070
0.020 0.013 0.069
0.056 -0.067 -0.008
0.013 -0.057 -0.076
0.009 -0.055 -0.063
0.064 0.038 0.077
0.070 0.032 -0.001
0.037 0.031 0.073
0.081 0.024 0.054
-0.083 0.079 0.043
-0.048 -0.056 -0.075
0.173 0.053 -0.073
-0.028 0.046 -0.010
0.006 0.011 0.018
0.053 0.028 0.087
-0.010 0.099 0.032
0.039 0.050 -0.172
0.053 0.107 -0.112
-0.126 -0.021 0.118
-0.146 -0.243 0.081
0.170 0.220 -0.063

Summary:
Electronic energy   -1475.34082 Eh
Total charge   0
SMILES   COc1ccc(CN2CCC[C@H](C(=O)c3cc(F)ccc3OC)C2)cc1Cn1cncn1
Energy above the lowest of the compared OMol25 structures with the same formula, charge and spin   3.390 eV
Gap between HOMO and LUMO   8.94 eV